# 1
This record from the Open Molecules 2025 dataset describes 6 unconnected molecules or ions with the total composition C41H78Cl2O16PS. The level of theory is ωB97M-V with the def2-TZVPD basis set.

```
139
Properties=species:S:1:pos:R:3:lowdin_charge:R:1
C 3.66347 0.79619 1.37569 0.009
C 3.56903 1.67766 0.55891 -0.214
P 3.51286 3.08407 -0.70048 0.520
C 3.59048 1.92840 -2.21770 -0.262
C 4.36542 0.62830 -2.01948 -0.289
C 3.45603 -0.53613 -1.68884 -0.224
C 4.08285 -1.94303 -1.66151 -0.286
S 5.76125 -1.97703 -1.13915 0.342
O 5.91510 -1.41375 0.14554 -0.308
O 6.63204 -1.63842 -2.20388 -0.324
Cl 6.00731 -4.03555 -0.88031 0.349
O 3.33763 4.51328 -1.69814 -0.327
C 2.22000 5.24741 -1.26498 -0.211
C 1.14106 4.26992 -0.68152 -0.497
C -0.06582 4.19169 -1.62206 -0.101
C -0.73341 5.49630 -2.05862 -0.250
C -1.60982 6.11397 -0.99287 -0.564
Cl -2.86342 7.20058 -1.73321 0.493
C 0.79352 4.67885 0.75576 -0.120
C -0.46643 4.07936 1.40413 -0.171
C -0.65731 2.56158 1.21833 -0.176
C -1.99713 2.19221 0.56569 -0.212
C -1.89618 0.99373 -0.38760 -0.198
C -2.86790 1.02683 -1.56760 -0.180
C -4.25413 0.34094 -1.44148 -0.148
C -4.75604 0.04156 -0.04668 -0.154
O -6.21509 0.07369 -0.08052 -0.058
C -6.76032 1.26135 0.30070 -0.539
C -6.66261 1.58582 1.75813 0.028
O -7.34218 1.95176 -0.48352 0.135
O 1.76292 3.01322 -0.74803 -0.284
H 3.74545 -0.02011 2.04394 -0.001
H 4.95296 3.15609 -0.77970 0.023
H 3.50124 3.96323 0.43844 0.028
H 2.59718 1.70152 -2.59042 0.071
H 4.11040 2.50901 -2.97189 0.069
H 4.87526 0.38518 -2.95360 0.104
H 5.14635 0.74428 -1.27065 0.086
H 2.95303 -0.36960 -0.74601 0.086
H 2.69197 -0.59560 -2.45979 0.113
H 4.03807 -2.44274 -2.62106 0.099
H 3.55547 -2.57027 -0.94956 0.082
H 2.54607 5.93132 -0.47842 0.104
H 1.87189 5.81507 -2.11988 0.101
H 0.30293 3.70996 -2.51683 0.108
H -0.84586 3.54773 -1.22260 0.093
H -0.02597 6.23643 -2.41190 0.101
H -1.38114 5.27212 -2.89837 0.075
H -2.18390 5.36186 -0.47337 0.041
H -1.07607 6.75006 -0.30321 0.064
H 1.64397 4.47865 1.39469 0.107
H 0.68031 5.76462 0.74145 0.103
H -1.36184 4.60214 1.07992 0.071
H -0.40173 4.26935 2.47227 0.103
H -0.61715 2.08415 2.19402 0.109
H 0.15498 2.13573 0.64765 0.092
H -2.74473 2.01909 1.34011 0.096
H -2.34717 3.03791 -0.02340 0.080
H -0.88950 1.02174 -0.79207 0.105
H -1.97110 0.06334 0.17308 0.112
H -3.02562 2.05918 -1.86393 0.100
H -2.36710 0.55744 -2.40922 0.100
H -4.25966 -0.57744 -2.01808 0.107
H -4.99188 0.98529 -1.90838 0.109
H -4.39241 0.74635 0.68705 0.093
H -4.48386 -0.96154 0.25796 0.127
H -6.95031 2.61608 1.90176 0.091
H -7.29846 0.93086 2.34345 0.077
H -5.65224 1.46273 2.13119 0.083
O -0.52092 3.83454 -4.76062 0.123
C -1.24603 3.81340 -5.71121 -0.506
O -0.89235 4.51688 -6.81259 0.003
C -1.61032 4.43454 -8.04134 -0.247
C -2.78865 5.38626 -8.08216 -0.066
C -2.57761 3.09408 -5.67962 0.020
H -1.90915 3.40510 -8.24602 0.109
H -0.88062 4.70919 -8.80154 0.121
H -3.52998 5.14023 -7.32206 0.068
H -3.27278 5.34742 -9.05873 0.078
H -2.45047 6.40572 -7.89929 0.083
H -3.31747 3.76712 -5.24657 0.097
H -2.47265 2.23179 -5.02674 0.084
H -2.93364 2.75375 -6.64891 0.067
O 0.46950 -6.87869 -1.58958 0.104
C 1.52678 -7.44115 -1.51222 -0.531
O 2.48048 -6.91051 -0.72413 -0.015
C 3.69945 -7.58973 -0.40406 -0.235
C 4.77057 -7.36976 -1.44800 -0.072
C 1.83454 -8.68333 -2.31878 0.012
H 3.50679 -8.64828 -0.22080 0.111
H 4.01021 -7.15391 0.54405 0.123
H 4.48256 -7.78009 -2.41663 0.071
H 5.70144 -7.84564 -1.13800 0.086
H 4.95171 -6.30263 -1.56804 0.007
H 2.19106 -8.37329 -3.30023 0.096
H 0.90877 -9.23757 -2.44561 0.089
H 2.57359 -9.34022 -1.86792 0.068
O -6.49857 -3.67676 5.16381 0.105
C -6.99909 -3.51054 4.08601 -0.531
O -6.90487 -2.29900 3.50834 0.006
C -7.35478 -2.05217 2.16988 -0.232
C -8.83740 -1.74618 2.12810 -0.055
C -7.79016 -4.60460 3.40022 0.009
H -7.08863 -2.88011 1.51203 0.116
H -6.79909 -1.18463 1.82641 0.087
H -9.43660 -2.58972 2.47238 0.066
H -9.13960 -1.50242 1.10936 0.087
H -9.06280 -0.89603 2.77265 0.081
H -8.81410 -4.56933 3.77024 0.092
H -7.35373 -5.55903 3.68207 0.089
H -7.80545 -4.53837 2.31600 0.068
O 1.85539 -2.41264 2.95836 0.111
C 1.28687 -3.44389 2.74232 -0.523
O 1.10557 -4.30900 3.76563 -0.003
C 0.31024 -5.48752 3.63409 -0.240
C 1.09729 -6.64773 3.05511 -0.061
C 0.84267 -3.84265 1.35376 0.021
H -0.59119 -5.27958 3.05762 0.111
H -0.01453 -5.71309 4.64565 0.120
H 1.43682 -6.43932 2.03916 0.056
H 0.47878 -7.54618 3.03059 0.080
H 1.97594 -6.84495 3.67016 0.082
H 1.68010 -4.33455 0.85833 0.087
H 0.59102 -2.93909 0.80396 0.092
H -0.01485 -4.50972 1.32539 0.071
O 3.38741 2.15881 5.65425 0.116
C 4.45560 1.62101 5.66705 -0.512
O 5.41705 2.14325 6.47861 -0.014
C 6.67261 1.50285 6.68840 -0.256
C 7.68340 1.85419 5.61537 -0.065
C 4.79806 0.43731 4.79339 0.011
H 6.54467 0.42397 6.78788 0.106
H 7.00956 1.87268 7.65663 0.117
H 7.36384 1.50488 4.63424 0.072
H 8.65007 1.40240 5.84277 0.077
H 7.80663 2.93543 5.55914 0.082
H 5.14192 0.79593 3.82329 0.081
H 3.89355 -0.14594 4.63954 0.089
H 5.55262 -0.21919 5.21986 0.068
```

**Gap between HOMO and LUMO**: 6.29 eV
**HOMO level**: -4.537 eV
**Total charge**: -1
**F_max**: 0.93 eV Å⁻¹
**E_tot**: -121709.461 eV

=====

# 2
This record from the Open Molecules 2025 dataset describes 6 unconnected molecules or ions with the total composition C41H78NO17S5. The level of theory is ωB97M-V with the def2-TZVPD basis set.

```
142
Properties=species:S:1:pos:R:3:lowdin_charge:R:1
C -1.52621 -4.89012 -5.36220 -0.057
C -0.82882 -3.75077 -4.61278 -0.167
C -1.20200 -3.66766 -3.15219 -0.065
C -0.34297 -4.15869 -2.16258 -0.031
C 0.96614 -4.84595 -2.46535 -0.302
C 2.01510 -3.85710 -3.02836 -0.025
C 0.81786 -6.11968 -3.31573 -0.211
C 2.07983 -6.97128 -3.23534 -0.078
C -0.72313 -4.01215 -0.81136 -0.059
C 0.10074 -4.43767 0.37472 -0.110
O 1.35733 -3.76193 0.35039 -0.007
C 2.26830 -4.21343 1.26120 -0.512
C 3.53535 -3.42266 1.20691 0.043
O 2.01528 -5.12963 1.99997 0.120
C -1.93483 -3.45507 -0.52776 0.048
N -2.76953 -3.02185 -1.48907 0.028
C -4.03274 -2.43039 -0.97661 -0.065
C -3.78175 -1.15726 -0.22007 -0.227
C -2.87031 -0.21429 -0.66611 -0.033
C -2.66845 0.94935 0.04774 -0.025
C -3.36553 1.20653 1.22807 -0.258
C -3.11874 2.46768 2.00202 -0.032
C -4.27951 0.25951 1.65919 -0.026
C -4.48510 -0.90957 0.94980 -0.028
C -2.43002 -3.09106 -2.79987 -0.115
C -3.40571 -2.53078 -3.79082 -0.075
C -4.62699 -3.44639 -4.15009 -0.384
C -5.93667 -2.64796 -4.12858 -0.063
C -4.74160 -4.69657 -3.28316 -0.057
H -2.54886 -4.63515 -5.62796 0.062
H -1.00204 -5.11534 -6.28905 0.090
H -1.56229 -5.79440 -4.75632 0.076
H -1.04130 -2.79955 -5.09975 0.118
H 0.24697 -3.87540 -4.69144 0.085
H 1.35485 -5.20589 -1.51852 0.113
H 2.23958 -4.07760 -4.07303 0.084
H 1.66471 -2.82741 -2.98716 0.092
H 2.94593 -3.92323 -2.47271 0.082
H 0.63066 -5.86536 -4.35843 0.092
H -0.02344 -6.70158 -2.93341 0.123
H 2.94497 -6.41530 -3.59721 0.077
H 1.98769 -7.87159 -3.83703 0.080
H 2.28800 -7.26022 -2.20400 0.082
H 0.23310 -5.51876 0.39858 0.147
H -0.41804 -4.14542 1.28725 0.109
H 3.31783 -2.36102 1.29215 0.102
H 4.04395 -3.60529 0.26122 0.096
H 4.16329 -3.72785 2.03657 0.069
H -2.27193 -3.31452 0.48948 0.156
H -4.72248 -2.28726 -1.79677 0.103
H -4.46426 -3.17499 -0.30924 0.139
H -2.30070 -0.37662 -1.57458 0.114
H -1.95375 1.67804 -0.31264 0.121
H -2.07019 2.51863 2.29797 0.090
H -3.73334 2.52324 2.89476 0.083
H -3.30468 3.33971 1.37599 0.070
H -4.83586 0.42929 2.57062 0.119
H -5.19902 -1.64116 1.30726 0.118
H -3.77835 -1.58891 -3.39370 0.113
H -2.88186 -2.26790 -4.70370 0.116
H -4.48650 -3.75810 -5.18282 0.117
H -5.78412 -1.60423 -4.39957 0.085
H -6.41493 -2.68652 -3.14865 0.078
H -6.64757 -3.06439 -4.83969 0.087
H -5.15081 -4.45535 -2.30121 0.072
H -3.79897 -5.23015 -3.17262 0.077
H -5.44476 -5.38965 -3.74540 0.095
O -3.55983 5.94605 1.45324 -0.293
S -3.48131 7.34486 1.76736 0.561
O -3.59156 7.74770 3.13339 -0.265
O -4.53456 8.12273 0.87977 -0.259
C -5.90862 7.66663 0.90080 -0.251
C -6.64445 8.04901 2.16715 -0.064
C -2.03043 8.04561 1.06623 -0.118
H -5.92616 6.58735 0.73632 0.112
H -6.36540 8.14609 0.03695 0.108
H -6.24116 7.53596 3.03849 0.073
H -7.69640 7.78251 2.06484 0.085
H -6.56785 9.12128 2.34232 0.090
H -1.96114 7.75023 0.02352 0.073
H -1.19075 7.65422 1.63611 0.077
H -2.08621 9.12573 1.16796 0.079
O 8.42327 -2.78267 2.54646 -0.275
S 7.31635 -3.01128 3.42498 0.557
O 6.16456 -2.16369 3.31957 -0.288
O 7.83697 -3.03883 4.91523 -0.258
C 8.67303 -1.93800 5.36184 -0.234
C 7.89002 -0.66997 5.62173 -0.067
C 6.80512 -4.69163 3.33247 -0.118
H 9.46695 -1.78665 4.62979 0.114
H 9.12460 -2.31431 6.27622 0.124
H 7.47315 -0.25809 4.70404 0.067
H 8.55329 0.07390 6.06283 0.085
H 7.06822 -0.86131 6.31114 0.086
H 7.67813 -5.32968 3.43298 0.079
H 6.34665 -4.82572 2.35524 0.066
H 6.08350 -4.88235 4.12248 0.081
O -7.65795 8.51368 -4.03023 -0.270
S -6.34141 8.74209 -3.51929 0.557
O -6.13784 9.72829 -2.50298 -0.276
O -5.35849 9.00754 -4.73262 -0.266
C -5.73792 10.03082 -5.69043 -0.242
C -5.52931 11.43538 -5.16806 -0.070
C -5.63485 7.22340 -2.98366 -0.118
H -6.77087 9.85663 -5.99315 0.115
H -5.09696 9.83204 -6.54610 0.122
H -6.20019 11.66152 -4.34139 0.073
H -5.72068 12.14684 -5.97131 0.084
H -4.50567 11.56700 -4.81862 0.085
H -5.76530 6.47415 -3.75897 0.075
H -6.16571 6.93414 -2.07970 0.062
H -4.58290 7.38635 -2.76522 0.076
O 0.94904 -3.44840 7.01579 -0.268
S -0.01111 -2.44355 6.67855 0.569
O -1.38138 -2.63014 7.04069 -0.271
O 0.08263 -2.17034 5.11004 -0.262
C 0.02804 -3.32459 4.24667 -0.255
C -1.36824 -3.89832 4.11040 -0.067
C 0.53353 -0.86520 7.22254 -0.119
H 0.74108 -4.07132 4.59718 0.117
H 0.38894 -2.95053 3.28880 0.108
H -1.72138 -4.32235 5.04788 0.077
H -1.35993 -4.69191 3.36031 0.071
H -2.07431 -3.12277 3.80858 0.082
H 1.56563 -0.72337 6.91584 0.076
H 0.45108 -0.87024 8.30712 0.080
H -0.11671 -0.10600 6.79725 0.076
O 9.37218 2.96283 -1.16285 -0.279
S 10.15253 2.82484 0.03016 0.561
O 11.43409 2.19591 -0.04186 -0.272
O 9.26245 2.11215 1.13436 -0.267
C 8.61244 0.87100 0.76171 -0.243
C 9.55290 -0.31225 0.73112 -0.073
C 10.31261 4.38027 0.83284 -0.123
H 8.10916 1.01826 -0.19493 0.112
H 7.84895 0.73709 1.52594 0.118
H 10.29647 -0.21600 -0.05875 0.075
H 8.98041 -1.22222 0.56446 0.067
H 10.07968 -0.40776 1.67968 0.083
H 9.33309 4.84353 0.90422 0.074
H 10.97786 4.97892 0.21480 0.078
H 10.74955 4.22096 1.81453 0.075
```

**Gap between HOMO and LUMO**: 8.27 eV
**HOMO level**: -11.636 eV
**Total charge**: +1
**F_max**: 0.47 eV Å⁻¹
**E_tot**: -134249.767 eV